1.
Below is an isolated molecule of C5H12Si2, with properties calculated with ωB97M-V/def2-TZVPD.

```
! RIJCOSX wB97M-V def2-TZVPD def2/J DEFGRID3
* xyz 0 1
C 1.62 1.53 0.35
C 0.12 1.62 0.19
C 0.89 -1.13 -0.57
C -1.59 0.07 -1.58
C -1.63 -0.79 1.61
Si 2.37 -0.16 0.20
Si -0.64 -0.15 0.05
H 2.32 2.38 0.29
H -0.39 2.56 0.22
H 0.78 -1.05 -1.58
H 0.84 -2.15 -0.33
H -1.07 0.72 -2.21
H -1.88 -0.86 -2.01
H -2.49 0.60 -1.38
H -2.25 -1.56 1.51
H -0.99 -0.81 2.46
H -2.30 0.02 1.87
H 3.78 0.00 -0.63
H 2.51 -0.84 1.53
*
```

Calculated values
* E_tot: -776.63691 hartree
* relative energy (zero: lowest compared OMol25 entry of this formula, charge and spin): 21.1 kcal/mol
* HOMO energy: -0.339 Ha
* SMILES: C[Si]1(C)C=C[SiH2]C1
* frontier orbital gap: 9.80 eV

---

2.
Below is C44H56BBrN12S3V as an isolated structure, with properties calculated with ωB97M-V/def2-TZVPD.

```
! RIJCOSX wB97M-V def2-TZVPD def2/J DEFGRID3
* xyz 2 2
V -0.24 0.19 0.12
C 2.11 -4.38 -0.87
C 2.41 -3.05 -1.50
C 3.10 -2.92 -2.67
C 3.31 -1.66 -3.26
N 2.91 -0.57 -2.65
N 2.25 -0.70 -1.51
B 1.69 0.62 -0.89
N 2.73 1.31 0.02
N 4.00 1.30 -0.44
C 4.90 1.91 0.28
C 4.56 2.53 1.51
C 3.28 2.52 1.97
C 2.86 3.14 3.27
C 2.33 1.87 1.14
S 0.66 1.74 1.56
C 6.34 1.92 -0.21
C 6.77 3.39 -0.39
C 6.47 1.20 -1.54
C 7.23 1.24 0.84
N 1.25 1.54 -2.07
N 2.01 2.60 -2.34
C 1.74 3.27 -3.44
C 0.67 2.87 -4.28
C -0.10 1.79 -3.98
C -1.24 1.34 -4.85
C 0.22 1.10 -2.79
S -0.56 -0.34 -2.22
C 2.68 4.42 -3.77
C 3.93 3.79 -4.42
C 2.04 5.40 -4.75
C 3.09 5.17 -2.50
C 1.92 -1.85 -0.94
S 0.83 -1.80 0.42
C 3.92 -1.45 -4.65
C 4.34 -2.78 -5.28
C 5.13 -0.52 -4.53
C 2.85 -0.79 -5.53
H 2.65 -5.18 -1.37
H 1.04 -4.59 -0.91
H 2.39 -4.38 0.19
H 3.46 -3.81 -3.17
H 5.33 3.00 2.11
H 3.71 3.59 3.77
H 2.42 2.39 3.92
H 2.10 3.91 3.11
H 6.15 3.89 -1.14
H 7.81 3.42 -0.73
H 6.71 3.96 0.54
H 5.83 1.64 -2.30
H 6.20 0.14 -1.45
H 7.51 1.26 -1.89
H 7.22 1.76 1.80
H 8.26 1.22 0.48
H 6.92 0.20 1.01
H 0.46 3.45 -5.17
H -1.46 2.07 -5.62
H -2.13 1.16 -4.24
H -1.00 0.39 -5.33
H 3.67 3.25 -5.33
H 4.41 3.09 -3.73
H 4.64 4.57 -4.68
H 1.87 4.97 -5.73
H 2.70 6.26 -4.89
H 1.08 5.79 -4.37
H 3.49 4.49 -1.74
H 2.24 5.70 -2.06
H 3.86 5.90 -2.74
H 5.10 -3.29 -4.68
H 4.78 -2.57 -6.26
H 3.50 -3.45 -5.43
H 5.92 -0.98 -3.93
H 4.85 0.43 -4.07
H 5.53 -0.33 -5.52
H 1.99 -1.45 -5.68
H 3.27 -0.56 -6.51
H 2.50 0.15 -5.08
C -5.00 0.76 3.54
C -3.65 0.10 3.54
C -3.23 -0.77 4.53
C -1.94 -1.28 4.50
C -1.12 -0.92 3.45
Br 0.68 -1.49 3.55
N -1.51 -0.16 2.43
C -2.75 0.36 2.52
H -5.59 0.45 4.41
H -5.57 0.49 2.65
H -4.91 1.84 3.56
H -3.89 -1.04 5.35
H -1.57 -1.93 5.28
H -3.04 1.05 1.75
C -0.92 3.96 -0.42
C -1.97 2.90 -0.44
N -1.79 1.59 -0.34
C -3.04 1.00 -0.51
C -3.97 1.96 -0.69
N -3.28 3.16 -0.64
C -3.93 4.47 -0.62
N -4.90 4.54 0.43
N -6.23 4.60 0.10
N -6.92 4.61 1.17
C -6.05 4.53 2.25
C -6.32 4.50 3.62
C -5.25 4.40 4.47
C -3.93 4.32 3.99
C -3.64 4.35 2.64
C -4.75 4.47 1.78
H 0.06 3.50 -0.46
H -0.97 4.57 0.48
H -1.03 4.62 -1.28
H -3.17 -0.06 -0.48
H -5.04 1.92 -0.83
H -4.48 4.63 -1.55
H -3.17 5.24 -0.51
H -7.34 4.56 3.98
H -5.42 4.38 5.54
H -3.11 4.24 4.69
H -2.62 4.30 2.28
*
```

Calculated values
* E_tot: -7104.43584 hartree
* relative energy (zero: lowest compared OMol25 entry of this formula, charge and spin): 25.6 kcal/mol
* HOMO energy (alpha / beta): -0.483 / -0.483 Ha
* frontier orbital gap (alpha / beta): 7.21 / 7.57 eV

---

3.
Below is a 2-piece molecular cluster, C2H3N2O4PS overall, with properties calculated with ωB97M-V/def2-TZVPD.

```
! RIJCOSX wB97M-V def2-TZVPD def2/J DEFGRID3
* xyz 0 1
C -2.12 -1.09 -0.33
C -0.26 -1.13 0.54
N -2.12 -0.17 0.56
N -0.83 -0.11 1.06
O -0.98 -1.79 -0.37
O 1.61 0.54 -0.98
O 2.16 0.83 1.37
O 1.84 -1.59 0.56
P 2.38 -0.23 0.21
S 4.31 -0.52 -0.21
H -2.98 -1.48 -0.90
H 1.00 -0.11 -1.39
H 1.33 0.59 1.88
*
```

Calculated values
* E_tot: -1227.95772 hartree
* relative energy (zero: lowest compared OMol25 entry of this formula, charge and spin): 122.0 kcal/mol
* HOMO energy (alpha / beta): -0.385 / -0.341 Ha
* frontier orbital gap (alpha / beta): 9.10 / 5.88 eV